Record 1
Computed, not measured: the molecule C4H6N2O, with the ωB97M-V functional and the def2-TZVPD basis.

Geometry as XYZ:
```
13
Properties=species:S:1:pos:R:3
O 1.14265 2.09001 0.74540
N -0.54047 0.69112 -0.15384
N 1.53744 -0.05740 -0.06584
C -0.60749 -0.57416 -0.61633
C -1.73873 0.77320 0.51887
C 0.78932 1.05763 0.23625
C 0.72868 -1.23348 -0.37913
H 2.44235 -0.13156 0.37133
H -1.28590 -0.82542 -1.41643
H 1.08141 -1.73503 -1.28688
H -1.95617 0.04678 1.28878
H -2.38293 1.63583 0.37726
H 0.74675 -1.96268 0.44524
```

Values from the calculation:
E_HOMO (spin up / spin down) in eV: -7.86 / -8.16
E_tot in Eh: -340.66703
Gap between HOMO and LUMO (spin up / spin down) in eV: 8.151 / 8.515

***

Record 2
Computed, not measured: an isolated ion of composition C3H5N2 and charge +1 in a non-equilibrium geometry, with the ωB97M-V functional and the def2-TZVPD basis.

Geometry as XYZ:
```
10
Properties=species:S:1:pos:R:3
N 0.29926 0.19249 0.26092
N -0.87581 0.77970 0.55867
C 1.01468 -2.13634 -0.33050
C -1.27616 1.90326 0.32527
C 0.54067 -1.09867 0.22424
H 1.09402 -3.26574 -0.17635
H 1.18046 0.58312 0.16798
H -0.89502 2.59183 -0.52484
H -2.04812 2.31044 0.90915
H 0.96602 -1.86009 -1.41452
```

Values from the calculation:
Net charge: +1
E_HOMO in eV: -14.89
Structure (SMILES): C=C=[NH+]N=C
E_tot in Eh: -226.37945
Gap between HOMO and LUMO in eV: 9.003

***

Record 3
Computed, not measured: C4H10BrO4V as an isolated structure in a non-equilibrium geometry, with the ωB97M-V functional and the def2-TZVPD basis.

Geometry as XYZ:
```
20
Properties=species:S:1:pos:R:3
Br 0.99066 11.56785 9.90182
V 0.92737 14.14337 10.60116
O 5.27755 14.21069 11.15038
O 4.97501 12.68850 9.70929
O 3.12459 13.77638 10.53870
O 3.03486 10.21168 12.21571
C 3.54957 9.11336 11.52791
C 4.34269 13.54122 10.51283
C 4.30190 11.90085 8.78656
C 5.11626 15.42061 11.88887
H 4.19958 8.57081 12.21438
H 4.11008 9.39331 10.63597
H 4.44017 15.31718 12.73758
H 2.78264 8.41862 11.18552
H 6.04998 15.81329 12.29145
H 3.59241 12.42993 8.15032
H 4.70722 16.22103 11.27232
H 3.76258 11.13059 9.33787
H 2.44603 10.67858 11.61832
H 5.19173 11.40061 8.40437
```

Values from the calculation:
Spin multiplicity: 5
Net charge: +2
E_HOMO (spin up / spin down) in eV: -17.25 / -17.21
E_tot in Eh: -3976.58944
Gap between HOMO and LUMO (spin up / spin down) in eV: 7.529 / 4.398

***

Record 4
Computed, not measured: C3H4O3Sm as an isolated structure in a non-equilibrium geometry, with the ωB97M-V functional and the def2-TZVPD basis.

Geometry as XYZ:
```
11
Properties=species:S:1:pos:R:3
Sm -2.07362 1.39045 -0.81426
O 0.60216 -3.16814 0.70885
O 1.10452 -1.27999 -0.39957
O -0.64005 -1.29903 0.99912
C 1.24491 0.01522 -0.11974
C 0.17466 -2.06219 0.44222
C 0.36401 1.07742 -0.23902
H 0.86548 1.06486 -1.38442
H 1.72251 0.14415 0.86116
H 0.44127 1.80738 0.57783
H -3.80586 2.30988 -0.63218
```

Values from the calculation:
Spin multiplicity: 7
E_HOMO (spin up / spin down) in eV: -8.12 / -8.58
E_tot in Eh: -1000.13338
Gap between HOMO and LUMO (spin up / spin down) in eV: 6.743 / 7.319

***

Record 5
Computed, not measured: the molecule C16H15F3N2O4S2 in a non-equilibrium geometry, with the ωB97M-V functional and the def2-TZVPD basis.

Geometry as XYZ:
```
42
Properties=species:S:1:pos:R:3
S 0.95202 2.05614 2.31189
S 1.61015 -0.78987 -2.43949
F -3.74444 -2.57637 -0.85408
F -3.71249 1.49398 0.33554
F 0.40769 -0.90066 2.90623
O 1.47777 1.60718 3.55784
O 0.52345 3.41275 2.16893
O 1.53711 0.02020 -3.61475
O 2.51797 -1.89244 -2.39172
N 1.99192 0.22295 -1.16571
N 2.09862 1.79139 1.15243
C -1.55750 1.64830 1.26141
C -1.42640 -2.94971 -0.88361
C -0.16735 -2.53110 -1.27750
C -2.40188 -1.02596 -2.00213
C -0.03636 -1.37517 -2.02470
C 1.23255 1.45075 -1.11249
C -0.50317 1.04081 1.91743
C -1.13626 -0.62199 -2.39204
C -2.70142 0.91394 0.99989
C -0.61868 -0.28350 2.30339
C -1.77469 -1.01050 2.05893
C 1.91889 2.40927 -0.13725
C 2.78014 0.52145 1.11767
C 2.13241 -0.43703 0.11233
C -2.52075 -2.18361 -1.25055
C -2.83113 -0.40578 1.40301
H 0.19683 1.26025 -0.78404
H -1.83650 -2.03415 2.39178
H 2.76660 -1.30898 -0.04836
H -1.56941 -3.85193 -0.31079
H 1.22252 1.86096 -2.12234
H -0.99043 0.25580 -3.00081
H 2.75153 0.10911 2.12613
H 1.32927 3.31219 0.01732
H -3.28337 -0.46643 -2.27187
H -3.74755 -0.93987 1.20896
H 3.81941 0.70113 0.82675
H 1.15088 -0.77121 0.48235
H -1.47937 2.68831 0.98771
H 0.71682 -3.09876 -1.03581
H 2.90462 2.67820 -0.52786
```

Values from the calculation:
E_HOMO in eV: -9.63
Structure (SMILES): O=S(=O)(c1ccc(F)cc1)N1CCN(S(=O)(=O)c2cc(F)ccc2F)CC1
E_tot in Eh: -2125.12874
Gap between HOMO and LUMO in eV: 9.565

***

Record 6
Computed, not measured: C41H46AsBr4ClLuN2O3PS as an isolated structure in a non-equilibrium geometry, with the ωB97M-V functional and the def2-TZVPD basis.

Geometry as XYZ:
```
101
Properties=species:S:1:pos:R:3
Lu 0.12895 -0.24318 -0.46213
Br -0.47629 2.06449 3.94372
Br -0.45787 -3.39709 5.64085
Br -0.63856 -0.15767 6.37340
Br -0.01679 -4.28145 2.47595
As -0.84335 -1.44633 -3.93296
Cl 2.54234 0.71374 -0.13202
S 0.90726 -1.10346 -2.80601
P 0.11397 2.34151 -1.54318
O -0.05476 -1.89047 0.63694
O -2.00833 -0.53326 -0.81359
O -0.13368 0.69033 1.22563
N 2.44152 -2.59512 -0.23709
N 3.78473 -5.15407 -0.49918
C -5.23943 -1.36946 0.59864
C -0.19952 -2.46273 2.94582
C -0.36356 0.21748 3.55521
C -4.12116 -0.53128 0.30870
C -1.43272 -3.30538 -3.81017
C -0.24605 2.36571 -5.63254
C -0.73722 5.04483 -1.34104
C -0.39470 3.87058 -0.67611
C -0.35221 -2.07939 4.27490
C -1.08894 6.13418 0.77198
C -3.09658 1.79500 0.36113
C -6.46325 -0.79132 0.85992
C -4.26685 0.87635 0.45541
C -5.13862 -2.86284 0.60620
C 0.28529 2.27031 -4.35549
C 2.35096 -5.06847 -0.12172
C -6.63750 0.59453 0.89078
C 1.88224 2.81651 -1.72514
C 2.20995 3.96666 -2.44403
C -0.49379 2.60549 -3.24881
C 2.90271 2.15513 -1.04543
C -0.43712 -0.72588 4.57996
C -0.22163 -0.16154 2.22462
C -0.72175 4.97569 1.43565
C -0.28666 -1.27332 -5.79034
C 4.50217 3.77823 -1.77581
C 1.75907 -3.78802 -0.71048
C -7.98707 1.17643 1.09911
C -1.09043 6.16621 -0.61338
C -2.33603 3.11648 -4.72432
C 4.20559 2.62764 -1.06318
C -2.93268 -1.12085 -0.20493
C 4.51711 -3.96077 0.00904
C -5.51329 1.40004 0.73557
C -1.55945 2.76900 -5.81796
C 3.50560 4.43995 -2.47486
C -1.80979 3.02640 -3.44706
C -0.16211 -1.54599 1.90484
C -2.45054 -0.35705 -3.78564
C 3.85707 -2.67633 -0.53117
C -0.37425 3.84732 0.71533
H -1.37439 7.01285 1.32820
H -2.18226 0.69572 -3.70212
H 3.72785 5.33763 -3.03029
H 1.83057 -3.79755 -1.80377
H 0.48886 -2.01234 -5.99866
H -4.93326 -3.26455 -0.38618
H -2.28932 -3.45660 -4.47044
H -3.34681 3.46529 -4.86643
H 1.44395 4.50704 -2.97954
H -1.71302 -3.55193 -2.78566
H 3.97804 -2.62666 -1.61832
H -0.09760 2.94040 1.23174
H -2.87814 2.04255 -0.68030
H 2.28874 -2.50450 0.76452
H -3.29707 2.72168 0.89555
H 4.37465 -1.81850 -0.09913
H 0.71068 -3.72483 -0.41229
H 5.50806 4.16588 -1.77712
H -7.31624 -1.42816 1.04558
H -2.41680 3.29479 -2.59322
H -3.04059 -0.65961 -2.92298
H -8.62076 0.93617 0.24629
H -5.61297 2.46976 0.83342
H -7.95298 2.25519 1.21010
H -1.97420 2.82299 -6.81178
H 4.47166 -3.98467 1.09948
H 4.19244 -6.02141 -0.13149
H -2.87311 -2.21932 -0.14427
H -3.03318 -0.51398 -4.69482
H 0.36961 2.15438 -6.49506
H -0.61319 -3.95652 -4.12655
H -1.12725 -1.42271 -6.46704
H 1.31359 1.95938 -4.21653
H -0.74464 5.09309 -2.41995
H -1.37194 7.06975 -1.13238
H 4.96978 2.11032 -0.50568
H 3.84658 -5.18793 -1.52490
H 0.13622 -0.28151 -5.94341
H 1.80764 -5.93685 -0.48625
H -0.71535 4.94094 2.51365
H -6.08562 -3.27565 0.94332
H -2.20035 1.33774 0.78669
H 2.27826 -5.04774 0.96735
H -8.46017 0.74564 1.97838
H -4.35668 -3.20281 1.28592
H 5.56205 -4.01604 -0.30018
```

Values from the calculation:
Net charge: +2
E_HOMO in eV: -11.66
E_tot in Eh: -16891.94773
Gap between HOMO and LUMO in eV: 6.606

***

Question: The lowest E_tot belongs to which entry?
Answer: C41H46AsBr4ClLuN2O3PS

***

Question: Which of these has the lowest E_tot?
Answer: C41H46AsBr4ClLuN2O3PS